A molecular structure, C84H68AsBrGeMoN4OP2S, computed with ωB97M-V/def2-TZVPD.

Computed properties:
total charge = 0
LUMO energy (alpha / beta) = -1.77 / -1.77 eV
2S+1 = 1
HOMO energy (alpha / beta) = -0.1630 / -0.1630 hartree
strongest force on any atom = 1.9 eV/Å
E = -11571.51644 hartree

```
164
Properties=species:S:1:pos:R:3:forces:R:3:lowdin_charge:R:1
Mo 0.119 0.095 -0.536 1.03 1.22 -0.48 0.72
Br -6.097 -2.720 6.804 0.00 0.19 -0.08 0.75
C -5.841 -1.044 5.950 0.00 -0.14 0.14 -0.68
C -5.411 -1.019 4.631 0.02 -0.07 0.02 -0.11
C -5.202 0.195 4.015 -0.18 0.39 -0.04 -0.02
C -5.431 1.401 4.700 0.18 -1.34 0.61 -0.27
C -5.900 1.342 6.015 0.21 0.37 -0.35 -0.01
C -6.090 0.128 6.645 0.03 -0.22 0.11 -0.12
N -5.385 2.656 4.080 -0.35 0.45 -1.06 0.10
N -4.674 2.894 3.083 -0.58 1.33 0.90 0.09
C -3.524 2.205 2.766 1.38 -1.24 -0.10 -0.23
C -2.622 1.759 3.728 -0.67 0.82 -0.28 0.00
C -1.484 1.060 3.366 0.48 -0.29 -0.53 0.00
C -1.244 0.721 2.046 0.25 -0.21 0.79 -0.20
O -0.200 -0.158 1.718 -0.27 0.59 -0.47 -0.19
C -2.027 1.307 1.033 -0.39 0.31 -0.03 -0.17
N -1.661 1.166 -0.278 -1.59 0.72 0.00 -0.10
C -2.460 1.634 -1.221 0.61 -0.39 0.07 -0.12
C -3.663 2.286 -0.946 -0.68 0.07 0.71 -0.05
C -4.007 2.532 0.360 -0.07 0.01 -0.73 0.03
C -3.179 2.060 1.391 0.15 -0.47 0.51 -0.08
H -5.242 -1.940 4.089 -0.02 -0.01 -0.02 0.10
H -4.892 0.214 2.980 -0.04 -0.10 -0.02 0.10
H -6.096 2.271 6.536 -0.07 0.00 -0.01 0.12
H -6.437 0.085 7.667 0.00 0.02 0.00 0.10
H -2.815 1.985 4.768 0.04 -0.07 0.02 0.13
H -0.760 0.776 4.114 -0.06 -0.09 0.03 0.13
H -2.118 1.479 -2.237 0.03 0.00 -0.01 0.11
H -4.294 2.610 -1.762 0.03 0.02 -0.02 0.13
H -4.898 3.089 0.618 -0.01 -0.02 -0.02 0.13
S -0.047 -0.407 -2.981 0.13 -0.06 0.34 0.64
C -1.713 -0.801 -3.365 0.01 0.02 -0.01 -0.71
C -2.206 -0.446 -4.620 0.03 -0.03 0.14 -0.13
C -3.489 -0.808 -5.001 -0.11 -0.05 -0.01 -0.09
C -4.295 -1.529 -4.130 0.01 0.10 -0.10 -0.09
C -3.816 -1.881 -2.880 -0.01 -0.13 0.27 -0.10
C -2.521 -1.541 -2.493 -0.21 0.29 -0.24 -0.39
As -1.861 -1.829 -0.698 -0.52 -1.09 -0.88 1.37
C -3.566 -2.315 0.126 0.10 0.44 0.41 -0.34
C -3.961 -3.610 0.438 0.12 -0.07 0.05 -0.08
C -5.233 -3.846 0.942 -0.07 0.07 0.03 -0.06
C -6.115 -2.795 1.143 -0.03 -0.02 0.04 -0.09
C -5.727 -1.498 0.833 -0.02 0.09 0.04 -0.09
C -4.457 -1.260 0.335 0.22 -0.03 -0.01 -0.12
C -0.593 -3.402 -0.563 -0.15 -0.03 -0.18 -0.43
C 0.477 -5.439 -1.725 0.06 0.08 0.46 -0.03
C 1.087 -6.116 -0.743 0.29 0.03 -0.24 -0.11
C 0.832 -6.025 0.682 -0.11 0.05 0.02 -0.09
C 0.151 -5.100 1.360 0.02 -0.04 0.01 -0.07
C -0.482 -3.806 0.936 0.04 0.12 0.00 -0.27
H -1.566 0.119 -5.285 -0.01 0.00 -0.03 0.10
H -3.866 -0.520 -5.974 0.02 -0.01 -0.01 0.10
H -5.296 -1.815 -4.423 0.01 -0.03 0.01 0.10
H -4.450 -2.453 -2.215 0.01 -0.02 -0.03 0.10
H -3.292 -4.439 0.246 -0.03 0.02 -0.07 0.07
H -5.539 -4.860 1.164 0.02 -0.01 0.01 0.11
H -7.107 -2.983 1.536 0.00 -0.01 -0.02 0.11
H -6.420 -0.677 0.975 0.00 0.01 -0.01 0.11
H -4.154 -0.251 0.071 -0.12 -0.01 0.01 0.08
H 0.776 -5.651 -2.746 0.00 0.04 -0.02 0.12
H 1.862 -6.822 -1.023 -0.08 -0.06 -0.03 0.10
H 1.260 -6.834 1.267 -0.03 0.03 0.07 0.10
H 0.092 -5.221 2.439 -0.01 -0.05 0.00 0.12
H -1.458 -3.770 1.435 0.04 0.00 -0.02 0.12
C 2.325 -2.859 -1.103 -0.01 0.07 -0.27 -0.28
N 3.519 -2.590 -0.363 -0.15 0.11 -0.05 -0.18
C 3.534 -1.302 0.270 -0.02 -0.10 0.10 -0.30
P 2.553 0.088 -0.534 0.88 -0.13 0.36 0.94
C 3.376 1.212 0.662 -0.10 0.23 -0.06 -0.35
C 2.857 1.290 1.950 0.00 0.03 -0.05 -0.09
C 3.550 1.963 2.944 -0.04 0.00 0.03 -0.07
C 4.756 2.581 2.653 0.06 0.02 0.07 -0.08
C 5.274 2.512 1.369 0.06 0.04 -0.06 -0.08
C 4.594 1.823 0.375 -0.11 0.04 0.00 -0.09
C 3.457 0.331 -2.109 -0.19 -0.08 -0.11 -0.32
C 4.717 -0.236 -2.313 0.03 0.02 0.02 -0.09
C 5.356 -0.112 -3.536 0.09 -0.03 -0.01 -0.07
C 4.751 0.578 -4.575 -0.03 0.01 0.04 -0.07
C 3.501 1.146 -4.383 0.05 0.02 -0.07 -0.06
C 2.854 1.017 -3.165 0.03 0.05 0.08 -0.13
C 4.686 -3.294 -0.650 0.07 -0.15 0.09 -0.24
C 5.769 -3.246 0.236 0.00 0.08 0.00 -0.03
C 6.898 -4.013 0.005 0.03 0.01 -0.04 -0.09
C 6.976 -4.850 -1.099 0.03 -0.05 -0.04 -0.11
C 5.914 -4.886 -1.990 0.01 0.02 0.03 -0.08
C 4.785 -4.111 -1.781 -0.09 0.04 -0.01 -0.02
P 0.794 -2.147 -0.384 0.12 -1.34 0.27 0.91
C -0.742 -4.518 -1.637 0.03 -0.12 -0.38 -0.44
C -1.881 -5.454 -1.285 -0.14 0.24 0.14 -0.11
C -2.863 -5.783 -2.182 0.18 0.25 -0.21 -0.15
C -2.925 -5.241 -3.472 -0.49 -0.11 -0.24 -0.17
C -1.939 -4.312 -3.853 0.12 -0.11 0.36 -0.15
C -0.958 -3.907 -3.002 0.07 -0.08 -0.14 -0.14
C 0.414 -2.598 1.433 0.27 0.25 0.19 -0.35
C 1.657 -2.993 2.162 -0.03 0.01 0.07 -0.09
C 1.889 -2.677 3.437 0.17 -0.05 -0.12 -0.06
C 0.828 -2.092 4.233 -0.19 -0.06 0.03 -0.05
C -0.301 -1.664 3.667 -0.07 0.27 -0.14 -0.04
C -0.456 -1.553 2.175 -0.04 -0.82 0.41 -0.24
H 2.187 -3.928 -1.260 -0.03 0.02 0.07 0.08
H 2.313 -2.355 -2.092 -0.03 -0.19 -0.04 0.10
H 4.552 -0.949 0.421 -0.02 -0.03 -0.06 0.09
H 3.076 -1.354 1.268 0.15 0.09 0.03 0.07
H 1.910 0.814 2.170 -0.05 0.02 0.05 0.09
H 3.150 1.999 3.948 -0.05 0.06 0.02 0.10
H 5.298 3.106 3.428 -0.01 0.02 0.00 0.10
H 6.221 2.986 1.140 -0.02 0.02 -0.01 0.11
H 5.004 1.762 -0.625 0.03 0.04 0.01 0.10
H 5.224 -0.777 -1.524 -0.03 -0.02 -0.02 0.10
H 6.330 -0.564 -3.674 0.00 0.00 0.00 0.11
H 5.252 0.667 -5.531 -0.01 0.01 -0.01 0.10
H 3.021 1.688 -5.186 -0.02 0.00 0.01 0.11
H 1.871 1.450 -3.039 -0.02 -0.01 -0.01 0.04
H 5.716 -2.627 1.122 -0.02 -0.03 0.02 0.11
H 7.723 -3.967 0.706 -0.02 0.00 0.02 0.10
H 7.848 -5.468 -1.262 0.02 0.03 0.00 0.10
H 5.960 -5.519 -2.867 0.01 0.00 0.00 0.10
H 3.983 -4.137 -2.506 -0.02 -0.02 0.01 0.11
H -1.813 -5.953 -0.325 -0.02 -0.11 -0.03 0.09
H -3.626 -6.495 -1.880 0.03 -0.04 0.05 0.10
H -3.707 -5.536 -4.159 0.02 0.00 0.01 0.06
H -1.976 -3.882 -4.849 0.00 0.08 0.01 0.10
H -0.202 -3.192 -3.318 -0.01 -0.05 -0.10 0.07
H 2.379 -3.567 1.596 0.08 0.05 0.02 0.12
H 2.820 -2.954 3.913 -0.01 -0.03 0.00 0.11
H 0.924 -2.106 5.312 -0.04 -0.01 0.01 0.11
H -1.152 -1.368 4.264 0.04 0.00 0.09 0.11
H -1.509 -1.741 1.940 0.10 0.13 -0.12 0.11
C 0.823 1.946 -0.787 -0.35 -0.30 0.16 -0.41
Ge 0.569 3.915 -0.685 0.44 0.11 0.03 0.99
C 2.009 4.468 -1.933 -0.20 -0.06 0.13 -0.28
C 1.690 4.676 -3.274 -0.13 0.01 0.07 -0.11
C 2.679 4.909 -4.219 -0.01 0.01 -0.07 -0.09
C 4.011 4.942 -3.834 0.04 0.00 0.01 -0.10
C 4.346 4.742 -2.503 0.06 0.02 0.00 -0.08
C 3.351 4.501 -1.566 -0.04 -0.02 0.04 -0.12
C 1.037 4.442 1.171 -0.07 0.00 -0.36 -0.25
C 0.343 3.879 2.238 0.03 -0.02 -0.07 -0.10
C 0.566 4.296 3.541 -0.06 -0.07 0.03 -0.09
C 1.499 5.291 3.800 0.03 -0.01 0.04 -0.09
C 2.200 5.860 2.748 0.04 0.08 0.01 -0.08
C 1.962 5.447 1.444 0.02 -0.05 0.01 -0.11
C -0.863 5.214 -1.142 0.11 -0.47 0.04 -0.26
C -0.454 6.538 -0.982 -0.01 0.00 0.01 -0.11
C -1.312 7.588 -1.263 0.01 0.01 0.03 -0.08
C -2.603 7.328 -1.706 -0.01 0.03 0.00 -0.09
C -3.018 6.018 -1.876 -0.09 -0.05 -0.01 -0.08
C -2.149 4.969 -1.600 0.14 0.13 -0.08 -0.11
H 1.875 2.094 -1.038 0.08 0.31 0.10 -0.09
H 0.648 4.655 -3.580 0.02 0.03 -0.06 0.10
H 2.410 5.069 -5.256 -0.01 -0.01 0.00 0.10
H 4.788 5.123 -4.567 -0.01 0.00 -0.01 0.10
H 5.384 4.775 -2.192 -0.01 -0.02 -0.02 0.10
H 3.623 4.334 -0.533 0.10 -0.06 0.09 0.08
H -0.390 3.105 2.046 0.02 0.04 0.04 0.07
H 0.006 3.849 4.355 0.00 0.01 0.00 0.10
H 1.670 5.627 4.815 0.02 -0.02 0.00 0.10
H 2.925 6.642 2.940 0.00 -0.01 0.01 0.10
H 2.502 5.922 0.633 0.02 0.00 0.02 0.09
H 0.553 6.749 -0.639 -0.02 0.06 0.00 0.09
H -0.975 8.609 -1.135 -0.01 0.00 0.00 0.10
H -3.278 8.147 -1.920 0.00 0.00 -0.01 0.10
H -4.022 5.808 -2.225 0.00 0.01 -0.02 0.10
H -2.477 3.955 -1.749 0.06 0.21 -0.12 0.05
```
Positions in Å, forces in eV/Å.